Density functional theory data (the ωB97M-V functional and the def2-TZVPD basis) for C14H28ClINOP2Ru as an isolated structure.

Values from the calculation:
- Multiplicity: 5
- Electronic energy: -60263.4328 eV
- HOMO energy (spin up / spin down): -18.769 / -19.108 eV
- Total charge: +3
- ΔE to the lowest compared entry with this formula, charge and spin: 0.000 eV

Structure (XYZ):
```
49
Properties=species:S:1:pos:R:3:forces:R:3:lowdin_spin:R:1
C -0.01300 0.58520 -3.75598 0.0 0.4 -0.7 0.059
C -0.00509 0.96743 -2.29762 0.3 2.2 1.4 0.133
H -0.02388 1.54469 -4.30303 0.0 -0.4 0.1 0.002
H -0.91326 0.00417 -4.06764 0.6 0.3 0.6 0.006
H 0.89431 0.02059 -4.08885 -0.6 0.3 0.7 0.006
O 0.03743 2.07235 -1.77962 -0.2 -3.3 -1.3 0.316
I -0.00436 -2.36287 -1.95458 0.0 -0.6 -0.2 0.717
Ru 0.01437 -0.35170 -0.46002 0.0 0.3 0.2 1.238
P 2.35746 -0.09547 -0.77847 2.5 0.3 0.3 0.074
C 3.02564 1.41706 0.05608 -0.4 -0.1 -0.1 0.005
C 3.31058 -1.48222 -0.02006 -0.6 0.0 0.3 0.035
H 4.36875 -1.23600 -0.18068 -0.2 -0.2 0.1 0.005
H 4.37878 0.17162 -2.10218 -0.2 -0.2 0.2 0.001
H 3.05053 -2.44012 -0.49524 0.2 0.4 0.0 0.001
H 3.24686 -0.99948 -2.82924 0.1 -0.1 0.0 0.001
H 3.02972 1.35372 1.14950 0.1 -0.1 -0.2 0.000
H 3.09382 -1.57933 1.05136 0.1 0.0 -0.3 0.000
C 3.32950 -0.02798 -2.34284 -0.8 -0.2 -0.3 0.002
H 4.06031 1.54951 -0.29453 -0.4 0.1 0.2 0.001
H 3.02787 0.72399 -3.06335 -0.2 0.3 0.0 0.000
H 2.42013 2.29010 -0.22318 0.3 -0.1 -0.1 0.000
P -2.31918 -0.05366 -0.72415 -2.6 0.7 -0.5 0.071
C -2.93186 1.56588 -0.11824 0.5 0.0 -0.1 0.003
C -3.34799 -0.18286 -2.28065 0.9 -0.4 -0.2 0.001
H -2.99847 -2.28343 -0.03925 0.0 0.1 0.0 0.000
H -4.29470 -1.07276 0.14910 0.0 0.0 -0.1 0.005
H -2.96851 -1.16760 1.32447 0.0 -0.1 -0.1 0.000
C -3.22636 -1.26041 0.26949 0.2 -0.4 0.5 0.035
H -3.34181 -1.22914 -2.59534 0.0 0.0 -0.1 0.000
H -4.39262 0.09248 -2.08432 0.4 0.0 0.3 0.001
H -3.92375 1.71886 -0.55125 0.1 0.1 0.2 0.001
H -2.26583 2.36121 -0.45134 -0.1 0.1 -0.2 0.000
H -3.00868 0.42752 -3.12120 0.1 0.0 0.2 0.000
H -2.99914 1.63370 0.96301 -0.1 -0.2 0.2 0.000
Cl -0.00841 -2.14450 1.24173 0.0 0.7 -1.2 0.318
N 0.03804 1.34272 1.47425 0.1 -0.8 1.6 0.111
C -0.01382 0.51833 2.65095 -0.2 0.0 -1.8 0.256
C 1.15340 -0.10665 3.10277 1.2 -1.4 1.7 0.106
C 1.12377 -0.95024 4.23372 1.0 1.6 -1.9 0.047
C -0.08721 -1.09746 4.92321 0.0 -0.3 0.4 0.282
C -1.30626 -0.68298 4.33398 -0.1 1.5 -1.8 0.074
C -1.24350 0.05818 3.14479 -1.1 -0.8 1.6 0.069
H 0.88288 1.92282 1.46826 0.0 -0.4 -0.2 0.005
H -0.74311 1.99032 1.49722 -0.3 0.0 -0.4 0.005
H 2.04464 0.02135 2.48926 0.0 0.0 0.6 0.001
H 2.05712 -1.41906 4.55763 -0.5 0.1 0.1 0.000
H -0.07419 -1.58656 5.88616 -0.1 -0.1 0.1 0.011
H -2.28349 -0.86821 4.77341 0.3 -0.3 0.0 0.001
H -2.13786 0.23860 2.56462 -0.1 0.5 0.4 0.000
```
Positions in Å, forces in eV/Å.